[1]
Formula: C35H31N3O2S2Sn
Source: OMol25
Level of theory: ωB97M-V/def2-TZVPD

```
! wB97M-V def2-TZVPD RIJCOSX def2/J DEFGRID3
* xyz 2 1
Sn -0.273 -0.032 0.045
S -4.911 -0.616 0.582
C -4.562 0.723 1.637
C -5.423 1.412 2.486
C -4.916 2.494 3.177
C -3.579 2.885 3.027
C -2.719 2.182 2.209
C -3.216 1.080 1.515
N -2.511 0.261 0.637
C -3.273 -0.636 0.071
C -2.720 -1.527 -0.948
C -3.518 -2.412 -1.670
C -2.964 -3.181 -2.682
C -1.609 -3.088 -2.966
C -0.797 -2.225 -2.232
C -1.357 -1.445 -1.238
H -6.457 1.113 2.598
H -5.565 3.057 3.834
H -3.223 3.759 3.556
H -1.688 2.480 2.072
H -4.576 -2.489 -1.445
H -3.592 -3.853 -3.250
H -1.181 -3.678 -3.765
H 0.261 -2.166 -2.458
N 2.522 -5.071 0.724
C 2.088 -4.798 1.980
O 2.578 -5.251 2.987
C 0.941 -3.824 2.093
C 0.021 -4.002 3.122
C -0.976 -3.061 3.314
C -1.001 -1.947 2.497
N -0.114 -1.774 1.509
C 0.831 -2.703 1.297
H 3.241 -5.770 0.621
H 1.988 -4.826 -0.091
H 0.108 -4.874 3.758
H -1.717 -3.177 4.091
H -1.738 -1.164 2.627
H 1.524 -2.502 0.488
C 3.484 1.392 -1.918
S 3.524 -0.146 -0.999
C 4.444 0.489 0.399
O 2.099 -0.338 -0.488
H 4.511 1.714 -2.093
H 2.944 2.130 -1.323
H 2.988 1.217 -2.870
H 5.457 0.708 0.060
H 4.482 -0.281 1.168
H 3.966 1.395 0.775
C 3.667 6.074 1.225
C 3.738 4.995 2.099
C 2.893 3.911 1.936
C 1.961 3.902 0.895
C 1.929 4.965 -0.007
C 2.777 6.049 0.161
C 1.019 2.787 0.681
C 0.888 1.718 1.446
C 1.034 1.159 2.750
C 1.738 -0.039 2.969
C 1.795 -0.598 4.228
C 1.185 0.046 5.302
C 0.535 1.261 5.111
C 0.425 1.800 3.843
H 4.307 6.933 1.373
H 4.457 5.000 2.908
H 2.947 3.074 2.623
H 1.227 4.954 -0.834
H 2.746 6.871 -0.541
H 0.441 2.880 -0.228
H 2.222 -0.516 2.127
H 2.314 -1.537 4.384
H 1.225 -0.395 6.289
H 0.103 1.777 5.958
H -0.108 2.729 3.689
*
```

**F_max**: 0.048 Eh/bohr
**Energy relative to the best compared isomer or geometry (same formula, charge and spin)**: 170.2 kJ/mol
**HOMO-LUMO gap**: 6.54 eV

Just the Mulliken charges please, in e? Sure, here they are: number 1, Sn, carries 1.5971; number 2, S, carries -0.2966; number 3, C, carries 0.8570; number 4, C, carries -0.6946; number 5, C, carries -0.5251; number 6, C, carries -0.9080; number 7, C, carries -0.0764; number 8, C, carries -0.7206; number 9, N, carries 0.1533; number 10, C, carries 0.7910; number 11, C, carries 0.4754; number 12, C, carries -0.8174; number 13, C, carries -0.7919; number 14, C, carries -0.6310; number 15, C, carries -0.6097; number 16, C, carries 0.0137; number 17, H, carries 0.4405; number 18, H, carries 0.4175; number 19, H, carries 0.4595; number 20, H, carries 0.4327; number 21, H, carries 0.4468; number 22, H, carries 0.4419; number 23, H, carries 0.4597; number 24, H, carries 0.5534; number 25, N, carries -0.3208; number 26, C, carries 0.1981; number 27, O, carries -0.5717; number 28, C, carries 0.1281; number 29, C, carries -0.3807; number 30, C, carries -1.2141; number 31, C, carries -0.1090; number 32, N, carries 0.4484; number 33, C, carries -0.3176; number 34, H, carries 0.2513; number 35, H, carries 0.1884; number 36, H, carries 0.5160; number 37, H, carries 0.5074; number 38, H, carries 0.4655; number 39, H, carries 0.5030; number 40, C, carries -0.7444; number 41, S, carries 0.3005; number 42, C, carries -0.7029; number 43, O, carries -0.6172; number 44, H, carries 0.4467; number 45, H, carries 0.0562; number 46, H, carries 0.3743; number 47, H, carries 0.5196; number 48, H, carries 0.2920; number 49, H, carries 0.0455; number 50, C, carries -0.4475; number 51, C, carries -0.9107; number 52, C, carries -0.2521; number 53, C, carries 0.5749; number 54, C, carries -0.4605; number 55, C, carries -0.7289; number 56, C, carries -0.7330; number 57, C, carries -0.1037; number 58, C, carries 0.5000; number 59, C, carries -0.0789; number 60, C, carries -0.7756; number 61, C, carries -0.7177; number 62, C, carries -1.0306; number 63, C, carries -0.0582; number 64, H, carries 0.4255; number 65, H, carries 0.4371; number 66, H, carries 0.5131; number 67, H, carries 0.4130; number 68, H, carries 0.4171; number 69, H, carries 0.4328; number 70, H, carries 0.7554; number 71, H, carries 0.5658; number 72, H, carries 0.4838; number 73, H, carries 0.4679; number 74, H, carries 0.5805



[2]
Formula: C35H31N3O5S
Source: OMol25
Level of theory: ωB97M-V/def2-TZVPD

```
! wB97M-V def2-TZVPD RIJCOSX def2/J DEFGRID3
* xyz 0 1
C -5.555 2.581 0.445
O -4.714 2.111 -0.630
C -4.670 0.790 -0.907
C -5.444 -0.220 -0.313
C -5.312 -1.531 -0.771
C -4.421 -1.870 -1.788
C -3.612 -0.866 -2.352
O -2.635 -1.045 -3.279
C -2.462 -2.373 -3.835
C -3.742 0.434 -1.884
N -2.928 1.456 -2.467
C -2.100 2.308 -1.805
C -1.673 2.085 -0.429
C -0.615 2.953 0.093
C -0.649 3.347 1.388
C -0.139 4.652 1.793
C -0.813 5.406 2.785
C -0.386 6.689 3.113
C 0.748 7.233 2.490
C 1.420 6.501 1.505
C 0.976 5.227 1.147
O -2.236 1.232 0.288
N -1.820 3.316 -2.664
C -1.082 4.537 -2.402
C -2.404 3.053 -3.895
C -3.078 1.894 -3.779
H -5.423 3.663 0.441
H -6.613 2.330 0.277
H -5.223 2.164 1.407
H -6.127 0.045 0.492
H -5.921 -2.317 -0.325
H -4.308 -2.898 -2.133
H -1.687 -2.248 -4.590
H -2.139 -3.086 -3.062
H -3.391 -2.727 -4.307
H 0.156 3.284 -0.606
H -1.232 2.780 2.120
H -1.709 4.975 3.237
H -0.925 7.266 3.866
H 1.109 8.222 2.780
H 2.308 6.916 1.024
H 1.489 4.668 0.361
H -1.350 5.247 -3.193
H -1.352 4.961 -1.427
H 0.002 4.366 -2.451
H -2.288 3.740 -4.717
H -3.683 1.351 -4.482
C 5.003 4.545 3.946
C 5.354 3.192 4.002
C 4.362 2.204 3.991
C 3.015 2.580 3.930
S 1.694 1.347 3.929
C 1.211 1.224 2.286
C 0.655 0.021 1.799
C 0.607 -0.203 0.389
C -0.066 -1.285 -0.140
C -0.671 -2.230 0.703
C -1.401 -3.329 0.140
N -1.968 -4.234 -0.343
C -0.530 -2.101 2.098
C 0.101 -0.999 2.644
O 2.341 0.129 4.363
O 0.653 1.944 4.736
C 2.666 3.930 3.925
C 3.654 4.913 3.894
H 5.773 5.319 3.947
H 6.406 2.902 4.057
H 4.624 1.149 4.041
H 1.738 1.906 1.625
H 1.108 0.518 -0.261
H -0.143 -1.416 -1.221
H -0.942 -2.879 2.746
H 0.180 -0.920 3.731
H 1.612 4.202 3.945
H 3.363 5.964 3.839
*
```

**F_max**: 0.076 Eh/bohr
**HOMO-LUMO gap**: 4.25 eV

Just the Mulliken charges please, in e? Sure, here they are: number 1, C, carries -1.0353; number 2, O, carries -0.3656; number 3, C, carries 0.8649; number 4, C, carries -0.7507; number 5, C, carries -1.0628; number 6, C, carries -0.5977; number 7, C, carries 0.1694; number 8, O, carries -0.3169; number 9, C, carries -0.9469; number 10, C, carries 0.5634; number 11, N, carries 0.7680; number 12, C, carries -0.1748; number 13, C, carries 0.5890; number 14, C, carries -0.0396; number 15, C, carries -0.6907; number 16, C, carries 0.2281; number 17, C, carries -0.1431; number 18, C, carries -0.6318; number 19, C, carries -0.3300; number 20, C, carries -1.0036; number 21, C, carries 0.1213; number 22, O, carries -0.6514; number 23, N, carries 0.0788; number 24, C, carries -0.8598; number 25, C, carries -0.9724; number 26, C, carries -0.2830; number 27, H, carries 0.2737; number 28, H, carries 0.3555; number 29, H, carries 0.4072; number 30, H, carries 0.4270; number 31, H, carries 0.3811; number 32, H, carries 0.3636; number 33, H, carries 0.2667; number 34, H, carries 0.3534; number 35, H, carries 0.3742; number 36, H, carries 0.6971; number 37, H, carries 0.4475; number 38, H, carries 0.4184; number 39, H, carries 0.3917; number 40, H, carries 0.4162; number 41, H, carries 0.3543; number 42, H, carries 0.3514; number 43, H, carries 0.3539; number 44, H, carries 0.3731; number 45, H, carries 0.3143; number 46, H, carries 0.4330; number 47, H, carries 0.5418; number 48, C, carries -0.5159; number 49, C, carries -0.4864; number 50, C, carries -0.2689; number 51, C, carries -0.1887; number 52, S, carries 1.3079; number 53, C, carries -0.8401; number 54, C, carries 1.1390; number 55, C, carries -0.7841; number 56, C, carries -0.4225; number 57, C, carries 0.7150; number 58, C, carries -0.0222; number 59, N, carries -0.6916; number 60, C, carries -1.0321; number 61, C, carries -0.7979; number 62, O, carries -0.7304; number 63, O, carries -0.6953; number 64, C, carries -0.3268; number 65, C, carries -0.5483; number 66, H, carries 0.3670; number 67, H, carries 0.3604; number 68, H, carries 0.4411; number 69, H, carries 0.5887; number 70, H, carries 0.4334; number 71, H, carries 0.4431; number 72, H, carries 0.4160; number 73, H, carries 0.4019; number 74, H, carries 0.5131; number 75, H, carries 0.4025



| no. | highest occupied orbital energy (eV) |
| --- | --- |
| 1 | -13.43 |
| 2 | -5.74 |